{
  "formula": "C10H9N",
  "method": "the ωB97M-V functional and the def2-TZVPD basis",
  "species": ["N", "C", "C", "C", "C", "C", "C", "C", "C", "C", "C", "H", "H", "H", "H", "H", "H", "H", "H", "H"],
  "xyz": [[1.96, 0.37, 0.76], [3.15, -1.21, -0.46], [-2.55, -0.05, -0.93], [-1.26, -0.34, -0.98], [1.11, -0.28, -0.01], [-3.14, 0.77, 0.11], [3.28, -0.15, 0.51], [-0.41, 0.14, -0.02], [-2.25, 1.18, 1.12], [1.69, -1.20, -0.83], [-0.92, 0.83, 1.09], [1.12, -1.91, -1.40], [-2.58, 1.72, 1.76], [4.16, 0.17, 0.85], [-4.33, 1.16, 0.05], [-0.40, 0.95, 1.97], [-1.09, -1.04, -1.90], [-3.28, -0.47, -1.91], [4.03, -1.75, -1.03], [1.72, 1.11, 1.25]],
  "e_lumo_ev": 0.889,
  "total_charge": 0,
  "e_tot_ev": -12002.4101,
  "fmax_ha_per_bohr": 0.219,
  "smiles": "c1ccc(-c2ccc[nH]2)cc1",
  "multiplicity": 1
}



{
  "formula": "C20H21NO4",
  "method": "the ωB97M-V functional and the def2-TZVPD basis",
  "species": ["O", "O", "O", "O", "N", "C", "C", "C", "C", "C", "C", "C", "C", "C", "C", "C", "C", "C", "C", "C", "C", "C", "C", "C", "C", "H", "H", "H", "H", "H", "H", "H", "H", "H", "H", "H", "H", "H", "H", "H", "H", "H", "H", "H", "H", "H"],
  "xyz": [[3.83, -1.10, 0.85], [1.14, 2.96, -2.07], [-2.84, 1.58, -4.39], [-0.58, -1.16, -0.16], [0.57, 0.98, -1.09], [2.84, 0.88, 0.42], [0.66, -0.35, 3.27], [0.31, 1.88, 2.20], [2.13, 0.25, 1.51], [-1.23, -0.56, -1.21], [-1.18, 1.28, -2.78], [0.82, -2.52, 4.51], [-2.41, -1.00, -1.78], [-0.61, 0.60, -1.72], [-2.37, 0.83, -3.35], [-2.98, -0.31, -2.85], [2.80, -0.97, 1.71], [1.34, 2.08, -1.26], [3.83, 0.01, 0.08], [2.52, 2.16, -0.28], [1.04, 0.58, 2.32], [2.41, -1.90, 2.67], [-1.17, -2.29, 0.44], [-4.04, 1.18, -5.01], [1.31, -1.58, 3.45], [-0.19, -0.13, 3.91], [4.59, 0.08, -0.67], [2.29, 2.95, 0.43], [-2.91, -1.88, -1.41], [-4.88, 1.19, -4.31], [-3.90, -0.68, -3.26], [0.85, 0.32, -0.37], [1.00, -2.10, 5.50], [-0.25, -2.69, 4.41], [0.98, 2.71, 2.43], [-3.95, 0.19, -5.46], [1.34, -3.47, 4.45], [-0.07, 2.03, 1.19], [2.94, -2.82, 2.79], [-0.52, 1.92, 2.89], [-1.24, -3.12, -0.26], [-4.22, 1.92, -5.80], [3.39, 2.49, -0.86], [-0.71, 2.17, -3.17], [-0.50, -2.56, 1.26], [-2.16, -2.06, 0.84]],
  "e_lumo_ev": 0.677,
  "total_charge": 0,
  "e_tot_ev": -30761.0108,
  "fmax_ha_per_bohr": 0.020,
  "smiles": "COc1ccc(OC)c(NC(=O)Cc2coc3cc(C)cc(C)c23)c1",
  "multiplicity": 1
}



{
  "formula": "C4H8N4",
  "method": "the ωB97M-V functional and the def2-TZVPD basis",
  "species": ["N", "N", "N", "N", "C", "C", "C", "C", "H", "H", "H", "H", "H", "H", "H", "H"],
  "xyz": [[-1.64, 0.04, 0.33], [1.69, 0.32, -0.39], [1.12, 0.23, -1.60], [-1.35, 0.49, -1.05], [0.73, 0.37, 0.67], [-0.37, -0.63, 0.68], [0.56, -0.53, 1.92], [-0.13, 0.47, -1.82], [0.39, 1.44, 0.87], [1.21, -1.42, 2.01], [-0.41, 0.63, -2.89], [2.48, -0.26, -0.25], [-2.29, -0.72, 0.11], [-0.12, -1.47, -0.01], [-1.90, 1.24, -1.34], [0.04, -0.20, 2.76]],
  "e_lumo_ev": 1.099,
  "total_charge": 0,
  "e_tot_ev": -10233.5069,
  "fmax_ha_per_bohr": 0.067,
  "smiles": "C1=NN[C@@H]2C[C@H]2NN1",
  "multiplicity": 1
}



{
  "formula": "C68H176Br6N15O23P5",
  "method": "the ωB97M-V functional and the def2-TZVPD basis",
  "species": ["Br", "Br", "Br", "Br", "Br", "Br", "P", "P", "P", "P", "P", "O", "O", "O", "O", "O", "O", "O", "O", "O", "O", "O", "O", "O", "O", "O", "O", "O", "O", "O", "O", "O", "O", "O", "N", "N", "N", "N", "N", "N", "N", "N", "N", "N", "N", "N", "N", "N", "N", "C", "C", "C", "C", "C", "C", "C", "C", "C", "C", "C", "C", "C", "C", "C", "C", "C", "C", "C", "C", "C", "C", "C", "C", "C", "C", "C", "C", "C", "C", "C", "C", "C", "C", "C", "C", "C", "C", "C", "C", "C", "C", "C", "C", "C", "C", "C", "C", "C", "C", "C", "C", "C", "C", "C", "C", "C", "C", "C", "C", "C", "C", "C", "C", "C", "C", "C", "C", "H", "H", "H", "H", "H", "H", "H", "H", "H", "H", "H", "H", "H", "H", "H", "H", "H", "H", "H", "H", "H", "H", "H", "H", "H", "H", "H", "H", "H", "H", "H", "H", "H", "H", "H", "H", "H", "H", "H", "H", "H", "H", "H", "H", "H", "H", "H", "H", "H", "H", "H", "H", "H", "H", "H", "H", "H", "H", "H", "H", "H", "H", "H", "H", "H", "H", "H", "H", "H", "H", "H", "H", "H", "H", "H", "H", "H", "H", "H", "H", "H", "H", "H", "H", "H", "H", "H", "H", "H", "H", "H", "H", "H", "H", "H", "H", "H", "H", "H", "H", "H", "H", "H", "H", "H", "H", "H", "H", "H", "H", "H", "H", "H", "H", "H", "H", "H", "H", "H", "H", "H", "H", "H", "H", "H", "H", "H", "H", "H", "H", "H", "H", "H", "H", "H", "H", "H", "H", "H", "H", "H", "H", "H", "H", "H", "H", "H", "H", "H", "H", "H", "H", "H", "H", "H", "H", "H", "H", "H", "H", "H", "H", "H", "H", "H", "H", "H", "H", "H", "H", "H", "H", "H", "H", "H", "H"],
  "xyz": [[2.79, 2.12, 0.52], [-3.71, 3.29, 3.95], [1.35, 1.71, -2.42], [-1.91, 5.83, 3.23], [-5.12, 6.07, 3.43], [3.46, -0.42, -1.37], [0.54, -3.60, 4.46], [-3.75, 3.35, -5.65], [1.30, -2.50, -6.56], [3.13, -6.61, -2.30], [6.01, -1.50, 2.11], [3.75, -5.35, -1.86], [-0.70, 2.81, 1.01], [-4.06, -3.38, 0.96], [0.90, 1.85, 5.05], [-3.81, -1.70, -3.04], [0.78, -3.36, -5.45], [-5.55, 0.14, -0.43], [4.71, 5.37, 2.38], [-2.45, 7.41, -1.58], [-6.15, 1.93, 2.14], [-5.25, 8.60, -0.46], [-3.75, -6.55, 0.71], [4.23, 2.18, 3.78], [6.19, -1.23, 0.68], [0.99, -3.13, 3.13], [-3.48, 3.65, -7.05], [1.79, 5.35, 5.01], [0.87, 7.37, 3.08], [-0.72, -0.12, 0.89], [0.37, -1.99, -1.05], [-0.84, 9.34, -3.24], [-5.34, -1.93, 3.55], [2.18, 4.95, 8.06], [-2.37, 3.25, -4.79], [6.96, -2.86, 2.45], [4.48, -1.93, 2.66], [-4.77, 4.40, -4.86], [0.12, -1.53, -7.06], [1.74, -6.99, -1.47], [-0.38, -2.46, 5.31], [2.63, -1.55, -6.24], [-4.55, 1.98, -5.36], [1.80, -3.37, -7.89], [2.53, -6.76, -3.82], [6.32, -0.21, 2.99], [-0.51, -4.79, 4.18], [4.21, -7.90, -2.31], [1.75, -4.04, 5.47], [5.39, -7.87, -1.51], [-1.80, 0.74, 1.12], [3.39, -0.96, 2.64], [-3.35, -5.47, -0.11], [-0.10, -5.73, 3.21], [7.49, -3.79, 1.46], [1.69, -5.08, 6.45], [0.48, 7.75, 1.76], [5.02, 5.75, 1.03], [4.04, -3.25, 2.23], [-0.99, -1.27, -6.11], [-0.62, 7.93, -3.04], [5.04, 4.05, 2.50], [3.22, 1.72, 4.70], [-2.41, -1.73, -2.72], [-1.65, 1.98, 0.34], [2.15, 0.88, -0.85], [1.08, -4.63, -8.07], [1.01, -8.21, -1.70], [3.40, 4.35, 7.74], [-0.99, 3.25, -5.22], [7.26, 0.78, 2.54], [-7.04, 2.19, 3.19], [-5.70, 4.10, -3.84], [-4.85, -3.81, 2.09], [4.41, 3.57, 3.82], [-4.95, 7.71, -1.51], [3.89, -2.23, -5.83], [3.50, -6.72, -4.94], [2.51, -0.46, -5.25], [-6.93, 1.40, 1.06], [0.16, -2.33, 0.33], [-0.42, 2.21, 4.59], [-0.93, -1.53, 0.98], [1.17, -6.18, -4.16], [-5.85, 1.95, -6.02], [-1.03, 10.06, -2.03], [-4.89, 5.78, -5.22], [3.04, -3.32, 5.51], [3.96, -9.13, -3.00], [-5.83, -2.76, 2.49], [6.24, -0.18, 4.50], [-3.60, 4.95, 3.01], [0.87, 5.60, 6.04], [2.54, 6.49, 4.59], [1.91, 1.86, 4.05], [-6.20, 1.39, -0.26], [-1.76, -2.23, 4.88], [-2.96, -4.23, 0.71], [-4.78, 0.04, -1.60], [-4.02, -7.74, 0.04], [-1.93, 7.27, -2.88], [0.13, -1.35, 6.01], [2.23, 6.98, 3.18], [-4.66, -1.44, -1.94], [1.12, -2.98, -1.71], [1.50, -6.38, -0.18], [-4.55, -0.91, 2.98], [1.08, 4.67, 7.24], [-1.47, -5.36, 5.15], [6.94, -3.38, 3.78], [-0.05, -0.87, -8.32], [-2.47, 3.07, -3.34], [2.60, -2.91, -8.95], [-4.30, 9.62, -0.31], [-3.90, 0.70, -5.21], [-0.41, 3.93, 0.33], [-3.73, 6.82, -1.23], [-4.95, 6.37, -4.34], [4.66, -1.55, -6.19], [3.24, 2.27, 5.60], [-5.87, 1.48, -7.05], [-0.09, -7.98, -1.77], [-2.58, 7.69, -3.65], [-0.52, 3.31, 4.77], [-1.95, -1.65, 0.57], [-4.26, -1.91, -1.05], [-2.53, -4.49, 1.70], [0.94, 8.72, 1.50], [-1.66, -4.67, 5.94], [-4.09, 6.20, -5.87], [-0.55, 2.10, 3.52], [2.60, -1.29, 3.35], [-3.44, 0.35, -6.13], [-3.09, 0.72, -4.48], [3.99, -3.16, -6.40], [-7.82, 2.90, 2.92], [3.81, -0.02, 2.98], [7.42, -3.46, 0.44], [-3.95, -0.46, 3.78], [-0.64, 2.22, -5.20], [-3.93, -1.18, 2.13], [-4.15, -4.00, 2.90], [-7.78, 2.05, 0.92], [0.03, 7.86, -2.20], [3.22, -3.58, 2.84], [2.28, -5.98, 6.21], [1.64, -7.09, 0.63], [1.87, 2.78, 3.43], [1.69, 0.22, -5.40], [-0.16, -3.39, 0.38], [-0.58, 7.76, 1.68], [-1.86, -2.19, -3.54], [0.48, -5.99, -0.19], [-0.94, -1.87, 2.05], [-0.23, -1.62, -9.08], [-5.78, 7.07, -1.73], [8.21, 0.57, 3.00], [3.80, 4.52, 6.72], [-1.79, 6.17, -3.07], [-1.12, 1.69, 5.24], [0.48, -6.95, -4.50], [1.11, 3.62, 6.78], [4.74, 3.44, 1.67], [-6.56, 1.35, -5.47], [-3.77, 0.39, -1.62], [4.54, -6.99, -4.57], [-1.86, 0.88, 2.20], [-0.94, -2.05, -5.36], [-6.71, 4.05, -4.22], [3.76, -4.10, 5.24], [4.34, 5.17, 0.35], [0.08, -6.64, 3.71], [2.28, 7.25, 5.30], [-0.15, 5.51, 5.68], [0.12, -0.41, 5.47], [-5.70, 4.92, -3.06], [3.22, -7.52, -5.68], [2.98, -9.11, -3.45], [2.10, -2.68, -9.92], [-6.25, 2.96, -6.10], [6.85, -4.71, 1.50], [0.82, -0.28, -8.52], [0.93, 6.62, 6.44], [-1.99, -1.31, 4.34], [-1.57, 10.93, -2.30], [1.31, 0.33, -0.30], [8.53, -4.05, 1.56], [-2.13, -0.77, -2.43], [3.29, -3.71, -9.19], [2.86, -0.94, 1.64], [0.70, -5.39, 6.78], [-2.27, -3.63, 0.09], [3.30, 3.22, 7.82], [-2.16, -3.10, 4.34], [-7.23, 0.40, 1.35], [2.14, -3.04, -1.33], [-1.15, -6.30, 5.62], [0.64, -4.01, -1.60], [-3.52, 9.32, 0.38], [-0.86, -6.00, 2.39], [-4.57, -0.03, -4.81], [-0.46, 3.91, -4.51], [4.66, -9.28, -3.83], [-5.43, 2.16, -0.30], [6.31, -7.44, -1.96], [-0.47, -1.22, 6.89], [-1.55, 9.49, -1.22], [-0.03, 10.35, -1.67], [3.66, -3.14, 1.18], [-0.25, 7.55, -4.02], [-5.59, -1.90, -2.27], [-3.65, 4.65, 1.98], [0.87, -4.81, -9.14], [6.65, -4.41, 3.76], [6.23, -2.82, 4.36], [-5.21, -0.17, 2.51], [0.83, -5.43, 2.71], [4.84, -3.93, 2.16], [3.44, 0.12, -5.26], [1.15, -1.56, 6.31], [-5.01, -7.68, -0.43], [6.97, 1.84, 2.61], [0.18, 4.82, 7.82], [-1.32, 4.53, 0.28], [2.21, -4.75, 7.35], [-3.83, 9.82, -1.26], [1.76, -5.44, -7.73], [-6.01, -2.09, 1.62], [6.09, 3.89, 2.59], [1.15, -8.95, -0.90], [-3.31, -7.84, -0.81], [5.67, -8.83, -1.09], [0.65, -5.67, -3.30], [7.90, -3.18, 4.32], [0.31, 4.55, 0.88], [0.14, -4.69, -7.54], [-4.86, 10.51, 0.00], [-2.12, 2.06, -3.00], [1.11, -2.38, 0.92], [-3.47, 2.99, -2.99], [-6.68, -3.24, 2.90], [5.24, -7.29, -0.59], [-5.85, 5.92, -5.75], [3.30, -2.95, 6.57], [3.58, 6.38, 4.65], [-0.87, -0.18, -8.38], [-2.40, -2.22, 5.77], [-2.55, -5.76, -0.77], [3.47, -5.74, -5.46], [2.55, 6.17, 2.47], [2.91, 7.84, 3.08], [7.10, -0.66, 4.95], [-2.38, -5.60, 4.57], [1.73, 1.09, 3.32], [3.92, -2.49, -4.76], [-0.81, 3.68, -6.15], [-2.63, 2.49, 0.40], [-2.25, -2.46, -1.93], [-0.06, 3.85, -0.68], [1.20, -5.38, -4.89], [1.15, -2.67, -2.74], [5.40, -0.82, 4.71], [-1.83, 3.77, -2.79], [4.76, 6.83, 1.01], [-3.94, -8.59, 0.75], [-4.22, -5.20, -0.75], [1.34, -8.66, -2.63], [-4.76, 8.25, -2.48], [7.51, 0.57, 1.48], [-5.25, -4.80, 1.86], [-6.45, 2.60, 4.01], [-1.46, 1.78, -0.70], [3.17, -2.53, 4.77], [-5.44, 3.22, -3.27], [2.35, -0.83, -4.22], [3.19, -2.06, -8.68], [6.17, 0.83, 4.82], [4.12, 4.64, 8.55], [-2.74, 0.27, 0.79], [-6.98, 1.64, -0.98], [-7.48, 1.25, 3.57], [-0.88, -0.30, -5.65], [6.04, 5.60, 0.73], [-3.72, 6.67, -0.16], [5.01, 3.96, 4.66], [0.67, 6.91, 1.08], [4.06, -9.97, -2.31], [2.23, -5.58, 0.01], [-3.81, 5.89, -1.81], [3.39, 3.93, 3.87], [-1.93, -1.34, -6.65], [3.46, 0.64, 4.91], [-5.23, 0.55, -2.42]],
  "e_lumo_ev": 0.235,
  "total_charge": 0,
  "e_tot_ev": -609507.5111,
  "fmax_ha_per_bohr": 0.076,
  "multiplicity": 1
}



{
  "formula": "C5H14N2",
  "method": "the ωB97M-V functional and the def2-TZVPD basis",
  "species": ["N", "N", "C", "C", "C", "C", "C", "H", "H", "H", "H", "H", "H", "H", "H", "H", "H", "H", "H", "H", "H"],
  "xyz": [[-0.34, 1.38, 0.10], [0.82, -0.79, -2.58], [-1.06, 1.65, 2.40], [0.74, -0.04, 1.84], [-0.53, 0.67, 1.38], [-0.21, -0.45, -3.21], [0.81, -2.13, -2.00], [-1.14, 1.20, 3.40], [0.04, -2.77, -2.44], [-0.30, 0.56, -3.60], [-2.06, 1.99, 2.12], [1.81, -2.55, -2.15], [0.59, -0.68, 2.71], [-1.29, -0.09, 1.19], [-0.45, 2.55, 2.52], [-1.05, -1.12, -3.42], [0.63, -2.03, -0.93], [0.44, 2.02, 0.16], [1.54, 0.68, 2.03], [1.09, -0.73, 1.07], [-0.07, 0.69, -0.60]],
  "e_lumo_ev": 1.071,
  "total_charge": 0,
  "e_tot_ev": -8391.3812,
  "fmax_ha_per_bohr": 0.012,
  "smiles": "CC(C)N.C=NC",
  "multiplicity": 1
}



{
  "formula": "C21H24N4O3PtSb",
  "method": "the ωB97M-V functional and the def2-TZVPD basis",
  "species": ["Pt", "Sb", "O", "O", "O", "N", "N", "N", "N", "C", "C", "C", "C", "C", "C", "C", "C", "C", "C", "C", "C", "C", "C", "C", "C", "C", "C", "C", "C", "C", "H", "H", "H", "H", "H", "H", "H", "H", "H", "H", "H", "H", "H", "H", "H", "H", "H", "H", "H", "H", "H", "H", "H", "H"],
  "xyz": [[-0.25, 0.58, 0.18], [1.09, -2.16, 2.07], [-3.00, 2.30, 0.33], [-1.30, 2.15, -0.92], [0.22, -0.25, -2.03], [-2.44, 2.72, -0.66], [2.01, 0.17, 0.38], [-1.24, -1.42, 0.17], [-0.21, 0.65, 2.39], [2.83, 0.95, -0.34], [2.35, 2.32, -0.74], [4.11, 0.51, -0.67], [-0.11, 1.37, -3.75], [-0.65, 1.72, 3.08], [-0.03, -0.03, -3.21], [-0.30, 0.56, 5.15], [-2.69, -3.00, -0.87], [0.23, -0.44, 3.05], [-2.32, -1.69, -0.60], [-1.06, 2.96, 2.36], [3.66, -1.54, 0.47], [-0.71, 1.68, 4.47], [0.20, -0.51, 4.43], [-1.94, -4.05, -0.37], [-0.52, -2.44, 0.67], [-3.12, -0.56, -1.16], [-0.24, -1.17, -4.15], [-0.84, -3.76, 0.41], [2.41, -1.05, 0.78], [4.52, -0.75, -0.27], [-3.56, -3.19, -1.47], [-0.23, -4.56, 0.83], [-1.08, 2.55, 5.01], [-0.58, 1.39, -4.73], [3.96, -2.53, 0.81], [-0.63, 2.02, -3.05], [0.91, 1.74, -3.85], [-1.01, 3.82, 3.02], [0.56, -1.40, 4.93], [2.59, 3.04, 0.04], [-0.42, 3.14, 1.49], [-2.22, -5.08, -0.59], [-0.34, 0.52, 6.24], [1.27, 2.33, -0.89], [4.77, 1.15, -1.23], [-2.49, 0.10, -1.75], [0.14, -0.95, -5.14], [-3.93, -0.94, -1.79], [-3.55, 0.04, -0.36], [0.21, -2.08, -3.76], [-2.08, 2.86, 2.00], [-1.32, -1.33, -4.23], [2.83, 2.65, -1.66], [5.51, -1.10, -0.53]],
  "e_lumo_ev": [-2.822, -3.824],
  "total_charge": 1,
  "e_tot_ev": -44044.0636,
  "fmax_ha_per_bohr": 0.012,
  "s2": 2.006,
  "multiplicity": 3
}



> What is the formula in the fourth record?

C68H176Br6N15O23P5